No. 1
Entry from the Open Molecules 2025 dataset: a molecular structure, C34H39N10O4PSn (ωB97M-V with the def2-TZVPD basis set).

* ΔE to the lowest compared entry with this formula, charge and spin: 25.4 kcal/mol
* DFT total energy: -2723.249169 Eh
* Kohn-Sham gap: 6.694 eV

```
! wB97M-V def2-TZVPD RIJCOSX def2/J DEFGRID3
* xyz 0 1
Sn 0.09176 -0.41973 -0.07483
O -0.89831 -1.37903 7.09697
C -0.16704 -2.13118 6.45207
O 0.44020 -3.15254 6.75297
C 0.00084 -1.68045 4.92990
C -0.67881 -0.54014 4.50963
C -0.59124 -0.13841 3.19638
N 0.11202 -0.82149 2.29337
C 0.76973 -1.92030 2.67667
C 0.75436 -2.36908 3.98808
C 1.50451 -2.69777 1.59539
O 2.16381 -3.67094 1.89401
O 1.34433 -2.26408 0.39273
H -1.27154 -0.01266 5.24192
H -1.09454 0.74923 2.82294
H 1.30880 -3.25602 4.25577
N 3.21070 2.00906 0.44213
P 2.68928 0.79397 -0.65048
C 4.28273 0.13940 -1.25408
C 4.32351 -1.23385 -1.46630
C 5.41813 -1.80320 -2.09171
C 6.47147 -1.00247 -2.50042
C 6.44827 0.36280 -2.25728
C 5.35309 0.94027 -1.64137
C 2.30200 1.76880 -2.15119
C 1.96795 1.01331 -3.27228
C 1.67752 1.63414 -4.47194
C 1.71641 3.01751 -4.55710
C 2.02249 3.77471 -3.43888
C 2.31198 3.15398 -2.23259
C 2.19291 2.48256 1.23944
C 2.41357 3.22559 2.40107
C 1.31717 3.73361 3.06736
C 0.04170 3.49313 2.56138
C -0.07515 2.72666 1.41835
N 0.97130 2.22778 0.76922
H 4.11877 1.90298 0.87890
H 3.48760 -1.83817 -1.13934
H 5.44333 -2.86836 -2.26376
H 7.31650 -1.44022 -3.00900
H 7.28010 0.98153 -2.56213
H 5.31535 2.00967 -1.48066
H 1.95289 -0.06616 -3.18752
H 1.41893 1.04267 -5.33859
H 1.51629 3.50529 -5.50056
H 2.04351 4.85379 -3.50825
H 2.54596 3.74359 -1.35747
H 3.41971 3.37848 2.76341
H 1.44876 4.31207 3.97002
H -0.83468 3.88384 3.05682
H -1.03463 2.48599 0.98133
C -3.98870 3.26219 -2.82357
N -2.86536 2.35770 -2.96983
C -1.79925 2.86062 -3.80670
C -2.46315 1.59768 -1.87698
N -1.30433 1.56992 -1.37365
N -3.49049 0.79233 -1.41205
C -3.51830 -0.03637 -0.31603
N -4.71971 -0.69037 -0.16036
N -2.52783 -0.20445 0.46542
H -4.27259 3.62469 -3.80969
H -3.73247 4.12513 -2.19671
H -4.84360 2.75471 -2.38373
H -2.21379 3.09564 -4.78432
H -1.05773 2.07515 -3.93252
H -1.30557 3.75511 -3.41005
H -0.66255 2.25462 -1.75080
H -4.24531 0.66592 -2.07225
H -5.55151 -0.33859 -0.60292
H -4.87068 -1.14372 0.72745
H -2.73609 -0.81091 1.25231
N -0.96343 -1.78869 -2.20361
C -1.40651 -2.85198 -2.11619
N -1.94090 -4.02742 -2.00745
C -1.09940 -5.20285 -2.15911
C -1.61013 -6.37429 -1.30089
C -2.85334 -5.97551 -0.51424
C -3.89478 -5.42760 -1.48240
C -3.38120 -4.14820 -2.15892
H -0.09218 -4.91565 -1.85232
H -1.06664 -5.49338 -3.21869
H -0.83083 -6.70070 -0.61490
H -1.85835 -7.21499 -1.95106
H -2.59720 -5.22159 0.23050
H -3.25271 -6.84525 0.00679
H -4.82824 -5.21591 -0.96184
H -4.10092 -6.18627 -2.23862
H -3.82922 -3.26265 -1.69785
H -3.65598 -4.14637 -3.22437
*
```

***

No. 2
Entry from the Open Molecules 2025 dataset: C4H5NO in the gas phase (ωB97M-V with the def2-TZVPD basis set).

* ΔE to the lowest compared entry with this formula, charge and spin: 32.9 kcal/mol
* DFT total energy: -285.362148 Eh
* Kohn-Sham gap: 11.011 eV
* structure (SMILES): N#C[C@@H]1C[C@@H]1O

```
! wB97M-V def2-TZVPD RIJCOSX def2/J DEFGRID3
* xyz 0 1
O 0.58918 -1.35859 -0.96459
C 0.79604 -0.17435 -0.28425
C 0.02311 1.03362 -0.64491
C -0.25678 0.35549 0.68517
C -1.42615 -0.46840 0.88194
N -2.31710 -1.17273 1.12026
H 0.85087 -2.08604 -0.38273
H 1.82492 0.04340 0.00107
H 0.62892 1.93506 -0.59195
H -0.74339 1.04460 -1.40970
H 0.05425 0.86765 1.59115
*
```

***

No. 3
Entry from the Open Molecules 2025 dataset: C3H3ClO in the gas phase (ωB97M-V with the def2-TZVPD basis set).

* ΔE to the lowest compared entry with this formula, charge and spin: 8.1 kcal/mol
* DFT total energy: -651.495521 Eh
* Kohn-Sham gap: 9.789 eV
* structure (SMILES): C=C(Cl)C=O

```
! wB97M-V def2-TZVPD RIJCOSX def2/J DEFGRID3
* xyz 0 1
C 0.33973 -0.17776 0.08699
C -0.70135 -0.98655 0.30685
C 0.23360 1.18294 -0.45519
H -0.62999 -1.88367 0.98232
H -1.71456 -0.69968 0.00581
H 1.30279 1.57082 -0.51747
O -0.80175 1.65186 -0.71571
Cl 1.97153 -0.65796 0.30640
*
```

***

No. 4
Entry from the Open Molecules 2025 dataset: a molecular structure, C49H38Cl3N4O2PS5Sc (ωB97M-V with the def2-TZVPD basis set).

* ΔE to the lowest compared entry with this formula, charge and spin: 2.0 kcal/mol
* DFT total energy: -6733.118212 Eh
* Kohn-Sham gap: 7.133 eV

```
! wB97M-V def2-TZVPD RIJCOSX def2/J DEFGRID3
* xyz 1 1
Sc 0.46727 -0.26408 0.49020
N 0.59968 -0.27122 5.00934
C 1.68654 -1.00110 5.54931
C 1.64302 -1.41708 6.86650
C 2.71524 -2.11216 7.41008
C 3.82235 -2.38890 6.62587
C 3.85001 -1.97957 5.29889
C 2.78429 -1.28234 4.75252
S 2.88979 -0.78212 3.06050
N 1.31844 -0.15801 2.76347
C 0.46721 0.04885 3.70095
C -0.80027 0.75211 3.30952
C -1.73672 1.21761 4.21490
C -2.89099 1.81555 3.72816
C -3.06786 1.93096 2.36199
C -2.06648 1.46214 1.52580
N -0.95446 0.89908 1.99307
H -0.18875 -0.12644 5.61469
H 0.77298 -1.19712 7.47346
H 2.67899 -2.43233 8.44133
H 4.66570 -2.92153 7.04126
H 4.71338 -2.20080 4.68377
H -1.58895 1.13898 5.28189
H -3.64103 2.18192 4.41583
H -3.95702 2.37164 1.93464
H -2.15780 1.53055 0.45069
O 1.19396 -2.13596 0.68437
N 2.28478 -2.69067 0.17799
C 2.34197 -4.03810 0.20417
C 3.43015 -4.68563 -0.30417
C 4.47181 -3.91819 -0.84082
C 4.38769 -2.55087 -0.83760
C 3.26352 -1.89033 -0.30882
S 3.07355 -0.19307 -0.21802
H 1.47830 -4.51230 0.64874
H 3.46461 -5.76351 -0.27829
H 5.34287 -4.40312 -1.25882
H 5.17747 -1.93401 -1.24014
Cl 1.61305 2.40177 1.09322
C 2.20537 3.21006 -0.34399
C 3.15430 4.19709 -0.13678
C 3.57538 4.95500 -1.21724
C 3.02553 4.73694 -2.47368
C 2.08847 3.73480 -2.65279
C 1.68092 2.91790 -1.59636
P 0.52854 1.52357 -1.86599
C -0.70554 2.27115 -2.98247
C -0.94293 1.83337 -4.27718
C -1.92309 2.45061 -5.04810
C -2.66446 3.49975 -4.53119
C -2.42819 3.94201 -3.23296
C -1.45805 3.32644 -2.46352
C 1.42688 0.40787 -3.00120
C 2.57995 0.75805 -3.69585
C 3.20988 -0.16066 -4.51888
C 2.69182 -1.43964 -4.66267
C 1.53934 -1.79465 -3.97905
C 0.91123 -0.87357 -3.14816
H 3.53468 4.37773 0.85789
H 4.31537 5.72932 -1.07045
H 3.32941 5.34489 -3.31452
H 1.65400 3.57732 -3.63359
H -0.37860 1.00902 -4.69232
H -2.10179 2.10726 -6.05794
H -3.42482 3.97541 -5.13563
H -2.99898 4.76544 -2.82364
H -1.28084 3.67299 -1.45058
H 3.02151 1.73933 -3.57651
H 4.11104 0.12179 -5.04650
H 3.18683 -2.15702 -5.30345
H 1.11934 -2.78136 -4.08725
H 0.00576 -1.16709 -2.62552
Cl -1.12483 4.67948 1.25000
C -0.53552 6.29431 0.81323
Cl 0.33718 6.26660 -0.71913
H 0.14105 6.62577 1.59216
H -1.39225 6.95232 0.72254
O -1.21772 -0.94200 0.00235
C -2.31334 -1.72276 -0.30987
C -3.43952 -0.80606 -0.76317
C -4.71271 -0.72219 -0.28876
C -5.47520 0.29955 -0.92794
C -4.75846 0.96645 -1.87363
S -3.16565 0.35580 -2.00179
C -2.72930 -2.42284 0.97064
C -3.45240 -3.56490 1.12435
C -3.73580 -3.85912 2.48966
C -3.21534 -2.93055 3.33680
S -2.38890 -1.70100 2.48646
C -1.99641 -2.77672 -1.33879
C -2.60552 -3.00819 -2.53405
C -2.08633 -4.15185 -3.20779
C -1.09822 -4.76201 -2.49910
S -0.78633 -3.96377 -1.02203
H -5.09295 -1.36205 0.49324
H -6.50477 0.52151 -0.69188
H -5.07866 1.77468 -2.50877
H -3.77279 -4.17344 0.29063
H -4.28490 -4.72761 2.81993
H -3.26315 -2.91075 4.41200
H -3.41170 -2.39978 -2.91518
H -2.43502 -4.49583 -4.16903
H -0.54110 -5.64474 -2.76545
*
```

***

No. 5
Entry from the Open Molecules 2025 dataset: 6 unconnected molecules or ions with the total composition C34H42N5 (ωB97M-V with the def2-TZVPD basis set).

* ΔE to the lowest compared entry with this formula, charge and spin: 62.2 kcal/mol
* DFT total energy: -1594.210283 Eh
* Kohn-Sham gap: 5.998 eV

```
! wB97M-V def2-TZVPD RIJCOSX def2/J DEFGRID3
* xyz 1 1
C 5.59842 -0.66679 -0.06262
C 4.94990 0.69021 -0.09479
N 5.51732 1.59632 0.54948
C 3.69456 0.98526 -0.91052
N 2.42028 0.60883 -0.26840
N 1.30650 0.64245 -1.22113
C 2.46739 -0.67112 0.29674
N 2.11483 -0.79019 1.59359
N 2.78088 -1.73296 -0.37404
H 5.13664 -1.30158 0.67474
H 5.51178 -1.10273 -1.05214
H 6.64416 -0.53121 0.14599
H 5.02878 2.48728 0.45561
H 3.65597 2.05787 -1.01817
H 3.79018 0.59032 -1.92520
H 0.80657 -0.24072 -1.25209
H 1.64881 0.80962 -2.16407
H 1.62732 0.07488 1.83421
H 2.92456 -0.81163 2.22095
H 2.66014 -1.74633 -1.38066
H 3.09585 -2.59235 0.05572
C 0.68377 1.97946 6.23094
C 2.01350 1.91375 6.62549
C 2.83252 0.90005 6.14816
C 2.32233 -0.04527 5.26909
C 0.99233 0.02226 4.87254
C 0.17260 1.03264 5.35522
H 0.04580 2.76848 6.60638
H 2.41184 2.65320 7.30743
H 3.86653 0.84560 6.46269
H 2.96255 -0.83820 4.89748
H 0.59146 -0.71694 4.18698
H -0.86454 1.07897 5.04722
C -4.96932 -0.42490 3.78363
C -5.92890 -0.13554 4.74347
C -5.58688 -0.14042 6.08958
C -4.28377 -0.42608 6.47501
C -3.32629 -0.71499 5.51298
C -3.67011 -0.71822 4.16918
H -5.23286 -0.42434 2.73313
H -6.94280 0.09502 4.44333
H -6.33584 0.08077 6.83861
H -4.01587 -0.42387 7.52356
H -2.30872 -0.93961 5.80898
H -2.92300 -0.94887 3.41873
C -2.49264 1.32040 -0.66238
C -3.08646 1.41297 -1.91362
C -4.43597 1.71762 -2.02009
C -5.18947 1.93884 -0.87547
C -4.59466 1.84865 0.37511
C -3.24735 1.53498 0.48261
H -1.43821 1.08415 -0.57880
H -2.49827 1.24865 -2.80796
H -4.90001 1.78438 -2.99560
H -6.24086 2.18248 -0.95828
H -5.18023 2.02458 1.26846
H -2.78611 1.46232 1.46007
C -6.81407 1.77749 -5.61281
C -7.30991 0.95882 -4.60759
C -7.88483 -0.26340 -4.92592
C -7.95659 -0.67073 -6.25052
C -7.45807 0.14616 -7.25591
C -6.88994 1.37167 -6.93788
H -6.36925 2.73320 -5.36413
H -7.25019 1.27457 -3.57334
H -8.27700 -0.89843 -4.14197
H -8.40197 -1.62518 -6.49947
H -7.51384 -0.17232 -8.28879
H -6.50672 2.01093 -7.72274
C 8.23971 -2.62510 -5.24120
C 7.72319 -1.51963 -4.58071
C 7.71563 -1.48346 -3.19318
C 8.23157 -2.54759 -2.46583
C 8.75060 -3.65147 -3.12728
C 8.75127 -3.69151 -4.51452
H 8.24505 -2.65547 -6.32277
H 7.32788 -0.68631 -5.14758
H 7.30941 -0.62049 -2.67819
H 8.23205 -2.51624 -1.38284
H 9.15613 -4.48019 -2.56170
H 9.15300 -4.55368 -5.03016
*
```